1.
Molecular formula: C58H39Br2IO29
Method: DFT, ωB97M-V/def2-TZVPD

For the molecular weight, the calculation gives 1486.633 g mol⁻¹. The calculation puts the HOMO energy at -9.21 eV. Its SMILES is CC(=O)OCc1cc2c(cc1CC(=O)I)C(=O)c1c(cccc1/C(Br)=C(/C)Br)C2=O.O=C1C=C(O)C(=O)C=C1O.O=C1C=C(O)C(=O)C=C1O.O=C1C=C(O)C(=O)C=C1O.O=C1C=C(O)C(=O)C=C1O.O=C1C=C(O)C(=O)C=C1O.O=C1C=C(O)C(=O)C=C1O. The value obtained for the total energy is -9861.29223 Eh.

The geometry in ORCA input format:
```
! wB97M-V def2-TZVPD RIJCOSX def2/J DEFGRID3
* xyz 0 1
C 4.251 -0.195 3.618
C 4.597 -0.910 2.353
O 5.677 -1.362 2.137
O 3.599 -1.040 1.433
C 3.505 0.109 0.555
C 2.050 0.370 0.285
C 1.197 -0.723 0.144
C -0.166 -0.534 -0.038
C -0.691 0.755 -0.102
C 0.150 1.852 -0.013
C 1.518 1.663 0.177
C 2.383 2.908 0.269
C 2.332 3.403 1.690
O 3.051 2.994 2.523
I 0.820 4.853 2.181
C -2.150 0.921 -0.275
O -2.629 1.889 -0.797
C -2.976 -0.192 0.249
C -2.452 -1.492 0.293
C -3.208 -2.560 0.757
C -4.495 -2.339 1.222
C -5.020 -1.049 1.215
C -4.273 0.023 0.727
C -4.892 1.366 0.771
Br -5.966 1.879 -0.696
C -4.767 2.187 1.803
C -5.397 3.528 1.971
Br -3.686 1.662 3.278
C -1.054 -1.717 -0.152
O -0.656 -2.778 -0.547
H 3.211 0.103 3.641
H 4.429 -0.864 4.452
H 4.884 0.677 3.722
H 3.933 0.961 1.072
H 4.056 -0.117 -0.352
H 1.596 -1.721 0.205
H -0.270 2.839 -0.104
H 2.017 3.655 -0.423
H 3.415 2.700 0.027
H -2.763 -3.542 0.743
H -5.099 -3.146 1.600
H -6.012 -0.872 1.593
H -5.629 3.973 1.015
H -4.724 4.163 2.534
H -6.294 3.425 2.577
O -8.037 0.186 2.260
C -9.078 0.742 2.562
C -9.734 0.591 3.847
C -10.885 1.236 4.080
O -11.548 1.151 5.223
C -11.527 2.120 3.043
O -12.581 2.653 3.341
C -10.864 2.285 1.766
C -9.711 1.641 1.531
O -9.038 1.740 0.396
H -9.265 -0.047 4.583
H -12.345 1.708 5.121
H -11.328 2.931 1.034
H -8.245 1.172 0.493
O 1.251 10.284 -3.709
C 1.243 9.132 -3.321
C 0.259 8.142 -3.722
C 0.330 6.900 -3.224
O -0.530 5.942 -3.540
C 1.404 6.494 -2.251
O 1.383 5.347 -1.838
C 2.397 7.474 -1.863
C 2.328 8.716 -2.362
O 3.194 9.671 -2.060
H -0.509 8.446 -4.419
H -0.261 5.150 -3.037
H 3.170 7.168 -1.173
H 2.909 10.465 -2.553
O 4.648 -0.027 -2.656
C 4.826 -1.159 -3.074
C 5.545 -2.189 -2.351
C 5.684 -3.404 -2.898
O 6.323 -4.403 -2.298
C 5.125 -3.738 -4.254
O 5.316 -4.862 -4.681
C 4.392 -2.709 -4.972
C 4.246 -1.497 -4.422
O 3.589 -0.504 -5.008
H 5.949 -1.943 -1.379
H 6.275 -5.161 -2.912
H 3.981 -2.962 -5.939
H 3.642 0.254 -4.395
O 12.395 -3.526 1.366
C 11.248 -3.191 1.094
C 10.078 -3.941 1.480
C 8.863 -3.502 1.118
O 7.741 -4.122 1.433
C 8.682 -2.245 0.311
O 7.545 -1.947 0.005
C 9.858 -1.473 -0.046
C 11.068 -1.915 0.319
O 12.195 -1.277 0.028
H 10.222 -4.845 2.055
H 7.012 -3.580 1.068
H 9.716 -0.563 -0.611
H 12.917 -1.814 0.405
O 13.341 -9.124 -3.325
C 12.976 -8.054 -2.872
C 13.505 -7.456 -1.663
C 13.025 -6.277 -1.235
O 13.466 -5.681 -0.140
C 11.941 -5.546 -1.988
O 11.551 -4.483 -1.541
C 11.425 -6.137 -3.209
C 11.907 -7.314 -3.630
O 11.492 -7.920 -4.733
H 14.281 -7.990 -1.134
H 12.946 -4.859 -0.003
H 10.659 -5.597 -3.747
H 12.003 -8.750 -4.793
O -16.595 1.311 4.403
C -16.646 1.070 3.211
C -15.634 1.478 2.254
C -15.788 1.171 0.959
O -14.909 1.502 0.021
C -16.988 0.415 0.455
O -17.051 0.194 -0.740
C -17.992 -0.008 1.415
C -17.837 0.296 2.711
O -18.705 -0.053 3.651
H -14.776 2.023 2.624
H -15.270 1.162 -0.820
H -18.844 -0.561 1.046
H -18.350 0.297 4.491
*
```

Mulliken population analysis, charges in e, atoms 1 to 2: -1.0339 0.6454


2.
Molecular formula: C34H77BrFN10O10
Method: DFT, ωB97M-V/def2-TZVPD

For the molecular weight, the calculation gives 884.952 g mol⁻¹. The calculation puts the HOMO energy at -1.73 eV. The value obtained for the total energy is -5315.64531 Eh.

The geometry in ORCA input format:
```
! wB97M-V def2-TZVPD RIJCOSX def2/J DEFGRID3
* xyz -1 1
F -0.683 -2.359 1.004
C 0.258 -1.466 1.555
C -0.246 -0.057 1.488
C -0.280 0.637 0.100
C 0.878 0.424 -0.871
Br 0.214 -0.846 -2.324
H 1.218 -1.613 1.067
H 0.362 -1.766 2.595
H -1.273 -0.107 1.854
H 0.278 0.566 2.213
H -1.210 0.367 -0.404
H -0.355 1.707 0.316
H 1.660 -0.175 -0.400
C 1.981 -3.487 -4.888
C 3.251 -2.816 -5.349
O 4.175 -2.545 -4.603
N 3.355 -2.521 -6.685
C 2.377 -2.756 -7.722
H 2.025 -3.642 -3.821
H 1.107 -2.870 -5.100
H 1.875 -4.454 -5.385
H 4.223 -2.077 -6.935
H 2.781 -3.410 -8.501
H 2.070 -1.818 -8.191
H 1.497 -3.229 -7.299
C -2.151 4.352 3.234
C -1.395 3.058 3.414
O -0.261 2.900 2.983
N -2.018 2.053 4.080
C -3.350 2.059 4.653
H -1.532 5.052 2.679
H -3.073 4.187 2.675
H -2.395 4.800 4.200
H -1.466 1.211 4.149
H -3.306 1.869 5.729
H -3.975 1.298 4.186
H -3.822 3.021 4.490
C 1.693 7.603 0.274
C 0.753 6.647 0.973
O -0.348 7.007 1.377
N 1.177 5.375 1.121
C 2.433 4.786 0.690
H 1.215 8.576 0.215
H 2.632 7.703 0.819
H 1.919 7.255 -0.731
H 0.521 4.761 1.590
H 2.248 3.965 -0.005
H 2.976 4.385 1.547
H 3.054 5.531 0.201
C -3.867 -0.485 1.582
C -4.786 0.552 0.990
O -4.991 1.635 1.522
N -5.351 0.231 -0.200
C -5.232 -1.026 -0.924
H -3.457 -0.102 2.510
H -4.398 -1.415 1.788
H -3.047 -0.681 0.891
H -5.899 0.972 -0.606
H -4.752 -0.882 -1.891
H -6.226 -1.451 -1.083
H -4.636 -1.736 -0.365
C -5.554 -3.453 -5.304
C -4.533 -2.549 -4.645
O -4.069 -2.783 -3.547
N -4.136 -1.443 -5.333
C -4.564 -0.993 -6.639
H -5.754 -4.278 -4.629
H -6.484 -2.918 -5.498
H -5.174 -3.850 -6.247
H -3.443 -0.897 -4.841
H -3.718 -0.944 -7.328
H -5.012 0.001 -6.579
H -5.301 -1.676 -7.050
C -1.879 -5.314 -2.012
C -0.394 -5.479 -2.235
O 0.277 -4.627 -2.788
N 0.205 -6.606 -1.767
C -0.319 -7.737 -1.044
H -2.180 -4.358 -2.431
H -2.439 -6.115 -2.500
H -2.110 -5.321 -0.946
H 1.196 -6.632 -1.941
H 0.187 -7.808 -0.081
H -0.107 -8.659 -1.588
H -1.392 -7.685 -0.882
C 4.363 -7.690 0.997
C 3.543 -7.278 -0.205
O 2.692 -8.020 -0.683
N 3.776 -6.052 -0.726
C 4.721 -5.044 -0.283
H 4.052 -8.688 1.291
H 5.426 -7.705 0.757
H 4.202 -7.006 1.831
H 3.198 -5.820 -1.520
H 4.198 -4.128 -0.008
H 5.426 -4.807 -1.081
H 5.277 -5.401 0.578
C 1.433 -4.517 5.919
C 0.602 -3.729 4.929
O 0.697 -2.521 4.816
N -0.262 -4.422 4.139
C -0.512 -5.847 4.112
H 2.065 -3.817 6.456
H 0.797 -5.043 6.633
H 2.063 -5.245 5.407
H -0.763 -3.839 3.483
H -0.275 -6.261 3.131
H -1.561 -6.059 4.328
H 0.098 -6.351 4.855
C 2.747 7.492 -3.467
C 3.683 8.544 -2.914
O 4.300 8.385 -1.877
N 3.818 9.695 -3.632
C 3.171 10.057 -4.876
H 2.756 6.639 -2.797
H 1.728 7.873 -3.541
H 3.071 7.162 -4.454
H 4.454 10.355 -3.215
H 3.910 10.241 -5.658
H 2.571 10.961 -4.753
H 2.517 9.257 -5.205
C 0.657 7.017 7.016
C -0.136 5.911 7.676
O -0.929 6.137 8.578
N 0.067 4.650 7.222
C 0.967 4.202 6.172
H 0.382 7.955 7.487
H 1.729 6.856 7.140
H 0.434 7.074 5.950
H -0.496 3.958 7.690
H 0.420 3.714 5.365
H 1.685 3.485 6.574
H 1.512 5.038 5.750
*
```

Mulliken population analysis, charges in e, atoms 1 to 2: -0.3000 0.1372


3.
Molecular formula: C40H41BF2N4P2PdSTe
Method: DFT, ωB97M-V/def2-TZVPD

For the molecular weight, the calculation gives 954.639 g mol⁻¹. The calculation puts the HOMO energy at 0.06 eV. Its energy above the lowest of the compared OMol25 structures with the same formula, charge and spin is 25.3 kcal/mol. The value obtained for the total energy is -3469.35840 Eh.

The geometry in ORCA input format:
```
! wB97M-V def2-TZVPD RIJCOSX def2/J DEFGRID3
* xyz -2 1
Pd -0.834 1.267 -0.625
Te 2.921 0.570 2.933
C 3.818 -1.381 3.112
C 3.321 -2.353 3.974
C 3.915 -3.607 4.008
N 4.961 -3.959 3.257
C 5.435 -3.020 2.434
C 4.912 -1.739 2.330
C 1.673 0.327 1.317
P -0.096 0.425 1.456
C -0.473 1.332 3.033
C -0.573 2.722 2.951
C -0.795 3.493 4.085
C -0.930 2.885 5.326
C -0.841 1.503 5.421
C -0.612 0.734 4.285
C -0.709 -1.238 2.004
C 0.147 -2.282 2.319
C -0.342 -3.512 2.748
C -1.710 -3.711 2.871
C -2.583 -2.672 2.560
C -2.083 -1.451 2.129
P 2.095 0.774 -0.397
C 3.960 0.719 -0.368
C 4.767 -0.304 -0.861
C 6.158 -0.190 -0.871
C 6.773 0.951 -0.380
C 5.984 1.989 0.108
C 4.602 1.873 0.098
C 1.830 -0.818 -1.334
C 1.877 -2.076 -0.742
C 1.689 -3.230 -1.492
C 1.465 -3.141 -2.863
C 1.422 -1.889 -3.468
C 1.582 -0.738 -2.704
H 2.466 -2.142 4.605
H 3.528 -4.373 4.673
H 6.283 -3.311 1.820
H 5.343 -1.033 1.631
H -0.499 3.190 1.976
H -0.876 4.570 3.994
H -1.108 3.483 6.213
H -0.939 1.018 6.387
H -0.538 -0.342 4.377
H 1.210 -2.115 2.222
H 0.350 -4.315 2.983
H -2.096 -4.672 3.195
H -3.654 -2.820 2.634
H -2.765 -0.650 1.867
H 4.315 -1.212 -1.240
H 6.759 -1.006 -1.259
H 7.854 1.037 -0.381
H 6.446 2.891 0.493
H 3.995 2.696 0.462
H 2.060 -2.135 0.326
H 1.715 -4.199 -1.006
H 1.318 -4.039 -3.453
H 1.254 -1.812 -4.538
H 1.503 0.243 -3.162
C -5.705 0.050 -1.726
C -4.403 0.717 -2.135
N -3.617 -0.098 -3.062
C -2.723 -1.003 -2.565
S -2.647 -1.469 -0.968
N -1.826 -1.503 -3.462
C -1.554 -0.955 -4.780
C -2.488 -1.503 -5.853
H -6.297 0.728 -1.106
H -5.499 -0.854 -1.152
H -6.295 -0.219 -2.606
H -3.787 0.953 -1.262
H -4.607 1.657 -2.652
H -3.190 0.487 -3.768
H -1.056 -1.962 -2.996
H -0.523 -1.218 -5.017
H -1.581 0.137 -4.764
H -2.402 -2.590 -5.911
H -2.243 -1.079 -6.830
H -3.525 -1.260 -5.619
C -4.390 4.528 -1.202
C -3.169 5.120 -1.478
C -2.093 4.834 -0.645
N -2.178 4.028 0.405
C -3.350 3.459 0.656
C -4.487 3.680 -0.113
H -5.248 4.708 -1.840
H -3.036 5.764 -2.337
H -1.108 5.236 -0.857
H -3.370 2.773 1.497
H -5.412 3.172 0.127
F 0.133 2.453 -3.327
B -0.938 1.975 -2.622
F -2.034 2.050 -3.504
*
```

Mulliken population analysis, charges in e, atoms 1 to 2: -0.0188 0.0628


- The lowest molecular weight belongs to which entry?
  C34H77BrFN10O10


- Among the records above, which one has the lowest molecular weight?
  C34H77BrFN10O10